# 1
This record from the Open Molecules 2025 dataset describes C4H3O3 as an isolated structure at a distorted geometry. The level of theory is ωB97M-V/def2-TZVPD.

Summary:
ΔE to the lowest compared entry with this formula, charge and spin ... 87.3 kcal per mole
Largest force on an atom ... 5.0 eV/A
HOMO ... -4.81 eV
Kohn-Sham gap ... 8.42 eV

The geometry in ORCA input format:
```
! wB97M-V def2-TZVPD RIJCOSX def2/J DEFGRID3
* xyz -1 1
C -0.11 -0.07 -0.33
C 0.31 0.61 0.67
C -0.58 -0.66 -1.71
C 0.34 -0.82 1.02
O -1.66 -1.21 -1.58
O 0.23 -0.59 -2.58
O 0.65 2.45 1.05
H -0.40 -1.15 1.76
H 1.29 -1.29 1.34
H -0.07 2.71 0.37
*
```



# 2
This record from the Open Molecules 2025 dataset describes C9H36F2FeN19O13S2 as an isolated structure at a distorted geometry. The level of theory is ωB97M-V/def2-TZVPD.

Summary:
ΔE to the lowest compared entry with this formula, charge and spin ... 0.0 kcal per mole
Largest force on an atom ... 3.3 eV/A
Expectation value of S² ... 20.04
HOMO (spin up / spin down) ... -7.93 / -10.99 eV
Kohn-Sham gap (spin up / spin down) ... 5.61 / 3.10 eV

The geometry in ORCA input format:
```
! wB97M-V def2-TZVPD RIJCOSX def2/J DEFGRID3
* xyz 1 9
Fe 8.15 18.41 4.63
N 9.46 19.86 4.30
S 9.58 21.31 3.61
O 10.45 21.51 2.47
O 9.14 22.48 4.38
F 8.22 20.96 2.84
S 11.06 20.10 4.93
O 11.11 20.94 6.10
O 12.23 19.93 4.07
F 11.08 18.68 5.69
C 14.72 21.00 1.71
O 15.61 21.46 0.96
N 14.88 20.01 2.59
N 13.43 21.45 1.67
H 15.82 19.64 2.68
H 14.07 19.70 3.11
H 13.02 22.31 1.31
H 12.88 20.93 2.35
C 8.47 25.81 4.55
O 9.59 25.40 4.29
N 8.12 27.13 4.50
N 7.47 25.02 5.01
H 8.86 27.75 4.21
H 7.15 27.38 4.59
H 7.76 24.06 5.14
H 6.54 25.38 4.96
C 5.70 20.56 5.07
O 6.68 19.80 5.13
N 4.93 20.87 6.11
N 5.43 21.24 3.92
H 3.99 21.12 5.86
H 5.24 20.46 6.98
H 4.52 21.65 3.81
H 5.96 21.03 3.09
C 8.76 18.67 7.90
O 8.42 18.38 6.75
N 9.03 17.74 8.85
N 9.15 19.92 8.25
H 9.43 18.06 9.71
H 8.40 16.97 8.67
H 9.45 20.22 9.16
H 9.05 20.68 7.58
C 14.66 21.81 7.37
O 15.38 21.69 8.35
N 14.40 20.85 6.45
N 13.98 22.95 7.06
H 13.63 20.95 5.81
H 15.11 20.17 6.24
H 14.06 23.67 7.76
H 13.39 23.07 6.25
C 13.01 23.77 3.88
O 12.58 22.92 4.65
N 14.29 24.23 3.90
N 12.32 24.32 2.80
H 14.93 23.80 4.55
H 14.53 25.02 3.34
H 11.35 24.06 2.67
H 12.89 24.85 2.18
C 10.37 24.74 8.12
O 10.11 25.47 9.07
N 11.57 24.81 7.48
N 9.53 23.86 7.48
H 12.24 25.51 7.74
H 11.88 24.17 6.78
H 9.80 23.74 6.51
H 8.55 23.89 7.70
C 6.43 18.59 1.84
O 7.40 18.24 2.53
N 5.22 17.99 2.06
N 6.47 19.25 0.68
H 4.52 17.99 1.35
H 5.10 17.69 3.02
H 7.35 19.61 0.36
H 5.61 19.43 0.20
C 15.01 16.03 5.08
O 14.36 15.07 4.69
N 14.49 17.26 5.38
N 16.33 15.95 5.37
H 15.14 18.01 5.52
H 13.50 17.39 5.35
H 16.83 16.74 5.72
H 16.72 15.02 5.41
*
```



# 3
This record from the Open Molecules 2025 dataset describes C53H69N5PtSb2Si as an isolated structure. The level of theory is ωB97M-V/def2-TZVPD.

Summary:
Largest force on an atom ... 0.5 eV/A
Expectation value of S² ... 6.05
HOMO (spin up / spin down) ... -11.72 / -12.50 eV
Kohn-Sham gap (spin up / spin down) ... 7.47 / 5.38 eV

The geometry in ORCA input format:
```
! wB97M-V def2-TZVPD RIJCOSX def2/J DEFGRID3
* xyz 2 5
Pt -0.68 -0.21 0.10
C 0.10 6.75 1.99
C -0.36 5.31 1.94
C -0.54 4.56 3.10
C -0.91 3.24 3.03
C -1.14 2.59 1.79
N -1.41 1.23 1.78
C -2.25 0.74 2.77
C -3.39 1.48 3.16
C -4.29 1.03 4.09
C -4.10 -0.21 4.71
C -5.08 -0.75 5.72
C -2.99 -0.96 4.33
C -2.08 -0.52 3.39
N -0.95 -1.37 3.17
C -0.43 -2.24 4.09
C 0.64 -2.87 3.50
C 0.71 -2.32 2.21
N -0.24 -1.41 2.02
C -0.99 3.36 0.63
C -0.60 4.69 0.72
N -1.34 2.88 -0.66
C -1.91 3.61 -1.66
C -2.00 2.82 -2.77
C -1.46 1.59 -2.36
N -1.07 1.63 -1.09
H -0.16 7.21 2.94
H -0.34 7.33 1.19
H 1.18 6.80 1.89
H -0.36 5.01 4.07
H -1.01 2.66 3.93
H -3.57 2.43 2.66
H -5.16 1.63 4.34
H -5.71 0.05 6.12
H -4.57 -1.24 6.55
H -5.74 -1.49 5.26
H -2.87 -1.95 4.77
H -0.81 -2.31 5.09
H 1.29 -3.61 3.95
H 1.44 -2.50 1.44
H -0.46 5.26 -0.20
H -2.22 4.64 -1.50
H -2.41 3.08 -3.73
H -1.33 0.69 -2.93
C -2.43 -1.59 -2.78
Si -2.29 -1.61 -0.92
C -4.10 -1.46 -0.35
C -4.39 -1.79 1.11
C -5.05 -2.24 -1.26
C -4.30 0.05 -0.55
C -1.64 -4.08 -0.70
C -2.23 -4.74 -1.91
C -0.14 -4.01 -0.66
C -2.32 -4.39 0.60
H -2.88 -2.50 -3.18
H -1.48 -1.42 -3.28
H -3.10 -0.76 -3.03
H -4.31 -2.86 1.33
H -5.43 -1.50 1.34
H -3.74 -1.24 1.78
H -4.85 -3.32 -1.25
H -5.02 -1.90 -2.30
H -6.08 -2.11 -0.90
H -3.70 0.64 0.16
H -5.36 0.29 -0.36
H -4.07 0.39 -1.56
H -1.77 -4.41 -2.84
H -3.32 -4.63 -1.98
H -2.03 -5.82 -1.82
H 0.31 -4.29 -1.61
H 0.23 -4.69 0.12
H 0.21 -3.01 -0.40
H -3.40 -4.43 0.51
H -2.03 -3.68 1.40
H -1.98 -5.38 0.92
C 1.23 0.90 4.42
Sb 2.01 1.03 2.42
C 2.98 2.94 2.66
C 3.72 -0.15 2.93
H 1.78 1.61 5.05
H 1.40 -0.11 4.79
H 0.16 1.12 4.48
H 3.66 2.88 3.51
H 2.23 3.71 2.85
H 3.54 3.20 1.76
H 4.02 0.13 3.95
H 4.54 0.05 2.25
H 3.47 -1.21 2.90
C 0.44 -2.69 -4.04
C 1.84 -2.21 -4.30
C 2.51 -2.70 -5.43
C 3.79 -2.28 -5.75
C 4.44 -1.36 -4.94
C 3.79 -0.86 -3.82
C 2.50 -1.28 -3.50
Sb 1.71 -0.32 -1.73
C 1.78 1.74 -2.32
C 1.92 2.66 -1.27
C 1.99 4.02 -1.51
C 1.91 4.48 -2.82
C 1.72 3.58 -3.86
C 1.63 2.20 -3.63
C 1.35 1.31 -4.82
C 3.53 -0.82 -0.68
C 3.43 -2.14 -0.22
C 4.51 -2.80 0.35
C 5.72 -2.14 0.44
C 5.83 -0.84 -0.03
C 4.76 -0.15 -0.59
C 5.03 1.26 -1.08
H -0.26 -2.30 -4.78
H 0.10 -2.39 -3.05
H 0.39 -3.79 -4.10
H 2.00 -3.43 -6.06
H 4.28 -2.68 -6.63
H 5.44 -1.02 -5.18
H 4.32 -0.14 -3.20
H 1.99 2.31 -0.25
H 2.13 4.72 -0.69
H 1.98 5.54 -3.04
H 1.62 3.95 -4.88
H 0.78 1.85 -5.57
H 0.78 0.42 -4.55
H 2.27 0.96 -5.29
H 2.49 -2.69 -0.34
H 4.41 -3.82 0.68
H 6.59 -2.64 0.86
H 6.80 -0.34 0.03
H 6.08 1.36 -1.34
H 4.81 1.99 -0.30
H 4.43 1.52 -1.95
*
```